# 1
# C5H17N3O

2 unconnected molecules or ions with the total composition C5H17N3O in a non-equilibrium geometry (ωB97M-V/def2-TZVPD, the OMol25 dataset).

```
26
Properties=species:S:1:pos:R:3:forces:R:3
C -2.769 -0.552 -1.381 -1.1846 -0.3372 -1.4461
C -1.690 -0.368 -0.383 0.8238 0.1799 1.4609
C -0.567 0.572 -0.923 -1.1135 -0.7555 0.9932
C 0.323 1.193 0.123 1.1555 0.3741 -0.0206
C 1.608 0.777 0.229 -0.7559 -0.3705 -0.7908
N 2.602 1.572 0.931 1.0218 1.2001 0.4137
N -0.122 2.300 0.793 -0.1448 -0.8826 -0.2141
N -1.125 -1.740 0.097 -0.2274 1.1888 -0.4355
H -2.381 -0.757 -2.378 0.3784 0.1011 -0.1172
H -3.506 -1.354 -1.260 0.2966 -0.0379 0.7591
H -3.387 0.341 -1.500 0.2556 0.1329 0.2198
H -2.055 0.063 0.555 -0.2147 -0.0643 -0.1370
H -1.140 1.411 -1.325 0.2969 -0.1921 -0.7004
H -0.046 -0.046 -1.655 0.3130 0.7331 -0.2762
H 2.030 0.173 -0.555 0.1053 -0.3627 0.2727
H 2.643 2.533 0.553 -0.0581 -0.0692 -0.0378
H 3.555 1.213 0.809 -0.1425 -0.2526 -0.1990
H 2.541 1.707 1.947 -0.4626 -0.4069 -0.0020
H -1.103 2.527 0.738 0.0905 0.2087 0.2439
H 0.371 2.568 1.630 -0.4481 0.2554 0.0258
H -1.742 -2.063 0.832 -0.2481 -0.4035 0.1930
H -0.178 -1.671 0.505 0.0003 -0.2905 -0.3469
H -1.128 -2.439 -0.653 0.1768 0.0883 0.1592
H 1.797 -3.075 -0.524 -0.3486 0.2398 0.1490
H 1.950 -3.336 0.916 0.2728 -0.3879 0.9659
O 1.406 -2.821 0.332 0.1618 0.1114 -1.1326
```
Positions in Å, forces in eV/Å.

Output
* total energy: -439.61776 hartree
* charge: +2
* multiplicity: 1
* ΔE to the lowest compared entry with this formula, charge and spin: 32.78 kcal per mole
* gap between HOMO and LUMO: 10.19 eV
* largest force on an atom: 1.90 eV/Å

natural (NBO) atomic charge list, values in e, 5 entries:
1 C -0.681
2 C -0.015
3 C -0.458
4 C 0.245
5 C -0.235



# 2
# BaH14O7

A molecular structure, BaH14O7 (ωB97M-V/def2-TZVPD, the OMol25 dataset).

```
22
Properties=species:S:1:pos:R:3:forces:R:3
Ba 0.249 0.181 0.500 -0.3059 -0.0994 -0.0427
O -1.761 0.836 2.362 0.0933 -0.2253 -0.3097
H -1.746 1.704 2.765 0.1320 0.4753 0.1899
H -2.479 0.380 2.800 -0.2363 -0.3494 0.2257
O 2.872 -0.586 0.360 -0.4860 0.2069 -0.4135
H 3.243 -1.467 0.314 0.2989 -0.5494 -0.0386
H 3.456 -0.110 0.950 0.4397 0.4980 0.4567
O -2.144 -1.401 -0.086 0.3418 0.4021 0.1546
H -1.961 -2.174 -0.620 0.1760 -0.3588 -0.2603
H -3.057 -1.504 0.180 -0.4106 0.0396 0.1628
O 0.005 -0.097 -2.300 -0.0364 0.0743 0.4675
H -0.467 -0.602 -2.962 -0.3401 -0.1840 -0.2211
H 0.899 -0.037 -2.636 0.5054 0.0396 -0.2388
O 1.613 2.024 -0.920 -0.2932 -0.1560 0.0843
H 2.398 2.356 -0.484 0.4959 0.2011 0.3744
H 1.751 2.222 -1.847 -0.1070 0.1442 -0.5082
O -1.598 2.185 -0.218 0.3095 -0.2303 -0.0706
H -2.400 1.724 0.029 -0.4456 -0.1690 0.0825
H -1.823 3.113 -0.144 0.1028 0.4027 -0.0731
O 0.836 -2.554 0.647 -0.3637 0.3425 -0.0299
H 0.512 -3.312 1.134 -0.2632 -0.3114 0.3074
H 1.603 -2.880 0.178 0.3928 -0.1933 -0.2995
```
Positions in Å, forces in eV/Å.

Output
* total energy: -560.38860 hartree
* charge: +1
* multiplicity: 2
* ΔE to the lowest compared entry with this formula, charge and spin: 3.41 kcal per mole
* gap between HOMO and LUMO (spin up / spin down): 3.21 / 12.23 eV
* largest force on an atom: 0.81 eV/Å

natural (NBO) atomic charge list, values in e, 5 entries:
1 Ba 1.086
2 O -1.000
3 H 0.502
4 H 0.499
5 O -1.027



# 3
# C17H13N3O2PdS

A molecular structure, C17H13N3O2PdS in a non-equilibrium geometry (ωB97M-V/def2-TZVPD, the OMol25 dataset).

```
37
Properties=species:S:1:pos:R:3:forces:R:3
Pd -0.108 -0.126 0.001 -0.2253 0.2733 -0.0029
O 4.199 0.191 -0.001 -0.1192 -0.3908 0.0008
C 3.090 0.657 0.000 -0.2304 1.1172 -0.0016
O 1.957 0.074 0.002 -0.4618 -1.3765 0.0020
C 3.008 2.196 -0.001 -0.0975 -0.5442 -0.0005
C 4.164 2.902 -0.002 0.2896 0.6463 -0.0003
C 4.141 4.320 -0.003 -0.3802 -0.3210 0.0004
C 2.921 5.050 -0.002 0.3620 0.1586 -0.0004
C 1.749 4.383 -0.001 -0.0586 -0.0995 0.0008
C 1.737 2.913 0.000 0.0511 0.1650 -0.0001
S 0.241 2.280 0.001 -0.6043 -0.5532 0.0001
H 5.107 2.371 -0.002 -0.0506 -0.0631 -0.0002
H 5.086 4.854 -0.004 -0.0518 0.0382 0.0000
H 2.923 6.131 -0.003 0.1178 0.0064 0.0000
H 0.804 4.912 0.000 -0.0281 -0.0705 -0.0001
N -2.445 -2.579 0.001 -0.1247 -0.0854 0.0003
C -2.976 -1.319 0.001 0.2297 0.0349 -0.0009
C -4.371 -1.213 0.001 -0.3482 0.1588 0.0004
C -4.963 0.022 0.001 0.0051 -0.1520 0.0002
C -4.157 1.162 0.001 -0.0459 0.1423 -0.0003
C -2.806 0.993 0.001 -0.1488 -0.1335 0.0000
N -2.208 -0.228 0.001 1.2446 0.5678 0.0012
C -1.151 -3.042 0.001 0.0079 0.1167 0.0008
C -0.942 -4.419 0.001 0.0824 -0.2935 -0.0006
C 0.344 -4.909 0.001 -0.0611 0.0039 0.0001
C 1.416 -4.019 0.001 -0.0450 -0.1156 -0.0002
C 1.144 -2.681 0.001 0.1105 -0.2469 -0.0001
N -0.124 -2.202 0.001 0.8283 1.1344 0.0005
H -3.137 -3.308 0.000 -0.0774 -0.1047 0.0001
H -4.976 -2.109 0.001 0.0520 -0.0376 -0.0001
H -6.041 0.113 0.001 0.0040 -0.0352 -0.0001
H -4.581 2.155 0.001 0.0202 0.0094 0.0001
H -2.155 1.851 0.001 -0.0745 0.0210 0.0001
H -1.789 -5.092 0.000 -0.0218 0.0328 0.0001
H 0.520 -5.976 0.001 -0.0490 -0.0047 0.0000
H 2.439 -4.361 0.001 0.0112 0.0115 -0.0001
H 1.939 -1.948 0.001 -0.1119 -0.0109 0.0005
```
Positions in Å, forces in eV/Å.

Output
* total energy: -1495.82636 hartree
* charge: +2
* multiplicity: 1
* gap between HOMO and LUMO: 3.94 eV
* largest force on an atom: 1.45 eV/Å

natural (NBO) atomic charge list, values in e, 5 entries:
1 Pd 0.903
2 O -0.534
3 C 0.761
4 O -0.798
5 C -0.018



# 4
# CH4N2O4

CH4N2O4 in the gas phase in a non-equilibrium geometry (ωB97M-V/def2-TZVPD, the OMol25 dataset).

```
11
Properties=species:S:1:pos:R:3:forces:R:3
C 1.491 0.723 -0.147 -1.3292 -0.1590 1.7429
N -1.304 0.138 0.730 -0.6851 0.9091 -0.2010
N -0.120 -0.819 -0.011 0.4615 0.2126 -1.0044
O -2.274 -0.501 1.016 -2.4738 -2.9242 0.8010
O -1.005 1.295 0.859 1.8593 2.8661 0.4050
O -0.792 -1.800 -0.632 0.9781 -0.0179 -0.3589
O 0.448 0.110 -0.854 -1.7718 -3.1114 -0.1449
H 1.677 0.237 0.794 -0.5728 -0.0649 0.7612
H 1.174 1.718 -0.011 0.5032 1.3818 0.0069
H 2.315 0.435 -0.655 2.9626 0.3004 -2.1136
H -1.609 -1.536 -1.090 0.0679 0.6076 0.1057
```
Positions in Å, forces in eV/Å.

Output
* total energy: -450.58357 hartree
* multiplicity: 3
* ΔE to the lowest compared entry with this formula, charge and spin: 132.87 kcal per mole
* gap between HOMO and LUMO (spin up / spin down): 7.21 / 7.18 eV
* largest force on an atom: 3.91 eV/Å

natural (NBO) atomic charge list, values in e, 5 entries:
1 C -0.274
2 N 0.384
3 N 0.316
4 O -0.363
5 O -0.424



# 5
# C3H10N2

2 unconnected molecules or ions with the total composition C3H10N2 in a non-equilibrium geometry (ωB97M-V/def2-TZVPD, the OMol25 dataset).

```
15
Properties=species:S:1:pos:R:3:forces:R:3
C -1.925 -2.167 0.714 -1.8121 -1.7301 1.3351
C -1.393 -1.101 1.329 2.1763 0.3999 0.0043
N -0.819 0.012 0.612 -2.0352 0.6331 1.9580
H -2.631 -2.088 -0.152 1.6358 -0.1432 0.2400
H -2.030 -3.160 1.344 -0.1059 2.2642 -1.2380
H -1.214 -1.141 2.477 0.0383 0.1859 -2.0284
H -0.100 0.029 -0.102 -0.2260 -1.0843 0.4581
H -0.799 0.883 1.155 0.1063 -0.7502 -0.3848
C 1.123 1.585 -1.271 1.1593 2.1707 0.6970
N 1.875 0.622 -0.523 -2.3451 -2.4689 -1.4152
H 1.858 2.318 -1.571 -0.1031 1.0998 -0.3271
H 0.954 1.091 -2.206 -1.6333 0.0530 -0.4181
H 0.337 2.166 -0.679 0.5117 -1.3238 -1.1840
H 2.520 0.948 0.102 1.9747 0.9999 1.6316
H 2.244 0.003 -1.227 0.6583 -0.3059 0.6714
```
Positions in Å, forces in eV/Å.

Output
* total energy: -229.71258 hartree
* multiplicity: 1
* SMILES: C=CN.CN
* ΔE to the lowest compared entry with this formula, charge and spin: 60.66 kcal per mole
* gap between HOMO and LUMO: 8.82 eV
* largest force on an atom: 3.69 eV/Å

natural (NBO) atomic charge list, values in e, 5 entries:
1 C -0.514
2 C 0.016
3 N -0.878
4 H 0.214
5 H 0.195



# 6
# C4H6MnO7

A molecular structure, C4H6MnO7 in a non-equilibrium geometry (ωB97M-V/def2-TZVPD, the OMol25 dataset).

```
18
Properties=species:S:1:pos:R:3:forces:R:3
O -1.337 -1.582 0.456 -0.3910 0.6301 -0.0724
C -1.680 -0.307 0.773 0.2444 -0.5680 0.1858
C -1.579 0.630 -0.436 0.4096 -0.1194 0.0852
O -2.957 0.842 -0.840 -0.1583 0.5037 -0.2370
C -3.732 0.364 0.059 0.4159 -0.7289 -0.2233
O -3.186 -0.263 1.026 -0.2004 0.1547 0.3268
O -4.988 0.467 -0.103 -0.3478 0.1751 -0.1170
H -1.284 -2.138 1.244 0.1158 0.0071 0.0624
H -1.272 0.075 1.713 0.0774 -0.1105 -0.2811
H -1.057 0.167 -1.277 -0.1368 0.0007 0.2185
H -1.149 1.602 -0.186 -0.1092 -0.1611 -0.0215
H -5.503 -0.042 0.547 0.0261 0.0519 0.1147
O 2.073 0.217 -1.356 -0.4356 0.3439 -0.3484
C 2.124 -0.596 -0.314 0.5196 0.0205 -0.1808
O 1.345 -0.429 0.674 -0.7268 0.6490 -0.0635
O 2.988 -1.508 -0.308 -0.0201 0.2485 -0.4855
Mn 2.422 -1.961 1.605 0.2173 -0.8006 0.9931
H 1.373 0.881 -1.218 0.5001 -0.2967 0.0439
```
Positions in Å, forces in eV/Å.

Output
* total energy: -1833.44029 hartree
* charge: +1
* multiplicity: 7
* gap between HOMO and LUMO (spin up / spin down): 6.24 / 10.94 eV
* largest force on an atom: 1.29 eV/Å

natural (NBO) atomic charge list, values in e, 5 entries:
1 O -0.650
2 C 0.354
3 C -0.130
4 O -0.390
5 C 1.049



# 7
# C6H16N2

C6H16N2 in the gas phase in a non-equilibrium geometry (ωB97M-V/def2-TZVPD, the OMol25 dataset).

```
24
Properties=species:S:1:pos:R:3:forces:R:3
C -0.114 2.937 -0.382 -0.6437 0.6581 -0.5000
C 0.062 1.453 -0.539 0.2779 -1.3960 -1.3429
N 0.192 0.734 0.712 0.3847 0.5389 -0.7526
C 1.500 1.013 1.326 -0.9840 0.2148 2.2222
C -0.153 -0.700 0.748 -2.2024 1.7963 0.5177
C -0.533 -1.419 -0.550 1.5152 -1.9257 0.4925
C 0.240 -2.800 -0.491 -1.0841 0.8985 -0.4682
N -1.958 -1.730 -0.601 0.0172 0.1500 -0.0457
H -0.973 3.214 0.246 0.3648 -0.4057 0.2233
H -0.405 3.368 -1.357 0.6018 -0.0408 0.2116
H 0.790 3.416 0.002 -0.1918 0.1046 -0.0991
H -0.703 1.030 -1.216 -0.4257 0.2808 0.9227
H 0.938 1.182 -1.176 0.1223 0.7553 0.1940
H 1.222 1.282 2.391 0.9592 -0.1732 -0.8508
H 2.107 0.115 1.371 0.3041 -0.1920 -0.0858
H 2.139 1.828 0.945 -0.7673 -0.2445 -0.3512
H 0.621 -1.120 1.355 0.4255 -0.9988 -0.0731
H -1.108 -0.787 1.367 1.1284 0.0067 -0.2529
H -0.221 -0.913 -1.465 0.0798 0.1408 0.1940
H 0.019 -3.277 0.468 -0.1636 -0.1628 -0.2691
H -0.139 -3.366 -1.342 0.1437 -0.4271 0.2730
H 1.310 -2.698 -0.571 0.4911 0.2389 -0.0940
H -2.420 -1.345 0.207 -0.3239 0.0824 -0.1092
H -2.412 -1.419 -1.446 -0.0291 0.1002 0.0436
```
Positions in Å, forces in eV/Å.

Output
* total energy: -347.65779 hartree
* multiplicity: 1
* SMILES: CCN(C)C[C@@H](C)N
* ΔE to the lowest compared entry with this formula, charge and spin: 42.06 kcal per mole
* gap between HOMO and LUMO: 9.02 eV
* largest force on an atom: 2.89 eV/Å

natural (NBO) atomic charge list, values in e, 5 entries:
1 C -0.617
2 C -0.217
3 N -0.461
4 C -0.428
5 C -0.203



# 8
# C20H40N2O2P2PdS

A molecular structure, C20H40N2O2P2PdS in a non-equilibrium geometry (ωB97M-V/def2-TZVPD, the OMol25 dataset).

```
68
Properties=species:S:1:pos:R:3:forces:R:3
Pd -1.043 -1.130 -1.152 -0.8536 0.0753 -0.5749
O 0.080 -3.547 -1.696 0.1762 -0.1963 -0.1067
N -0.621 -4.495 -1.186 -0.0192 -0.0022 0.1386
C -0.002 -5.607 -0.729 -0.0308 0.0066 0.0173
C -0.667 -6.661 -0.140 0.0880 0.0142 -0.0193
C -2.053 -6.561 0.007 -0.1001 0.0776 -0.0081
C -2.688 -5.423 -0.440 0.0281 -0.0969 0.0511
C -2.018 -4.345 -1.064 0.0162 0.0192 0.0146
S -2.745 -2.931 -1.616 0.3391 0.1126 0.0947
H 1.068 -5.574 -0.881 0.0117 -0.0304 0.0072
H -0.107 -7.527 0.188 0.0029 0.0073 0.0025
H -2.624 -7.362 0.464 -0.0019 -0.0064 0.0067
H -3.758 -5.304 -0.332 -0.0104 -0.0101 0.0031
C -1.085 -3.662 2.689 -0.0166 0.1016 0.0527
P -1.313 -1.925 3.144 0.2246 -0.5596 -0.0032
C 0.176 -1.490 4.098 -0.0800 0.0230 -0.0486
C -2.645 -1.946 4.389 0.0339 0.0486 -0.0370
O -1.562 -1.055 1.990 -0.2186 0.5453 0.1527
H -0.884 -4.302 3.552 -0.0054 -0.0048 -0.0097
H -0.260 -3.721 1.977 0.0006 0.0158 -0.0136
H -1.981 -4.004 2.167 0.0177 0.0000 -0.0153
H 0.379 -2.196 4.905 -0.0142 -0.0012 -0.0123
H 0.049 -0.486 4.507 -0.0024 -0.0033 0.0058
H 1.016 -1.466 3.402 -0.0109 -0.0229 -0.0081
H -2.379 -2.532 5.272 0.0015 -0.0162 -0.0222
H -3.540 -2.362 3.926 0.0154 -0.0117 -0.0061
H -2.858 -0.917 4.680 0.0203 -0.0016 0.0184
C 0.860 4.514 0.249 -0.0055 0.0197 -0.0018
C -0.073 3.301 0.230 -0.0019 0.0242 0.0304
C -1.527 3.777 0.063 0.0122 -0.0486 -0.0092
C -0.018 2.616 1.605 -0.0006 -0.0412 -0.0294
P 0.191 1.892 -1.082 0.2804 0.3395 0.0025
N -1.069 1.057 -1.216 0.0523 -0.3100 0.1264
C 1.826 0.996 -0.565 0.0658 -0.0115 0.0200
C 3.000 1.853 -0.084 -0.0024 0.0425 0.0150
C 1.462 -0.038 0.511 -0.2029 0.1746 -0.0643
C 2.284 0.173 -1.777 0.0021 -0.0297 0.0539
C 0.613 2.803 -2.755 0.0645 0.0179 0.0213
C -0.494 3.838 -2.985 -0.0385 -0.0406 0.0350
C 0.446 1.740 -3.859 -0.0276 0.0002 0.0242
C 1.959 3.515 -2.919 0.0076 0.0108 -0.0136
H 0.611 5.152 1.110 -0.0034 -0.0048 -0.0025
H 0.750 5.130 -0.646 0.0057 -0.0082 -0.0050
H 1.911 4.237 0.341 -0.0112 -0.0040 0.0061
H -1.890 4.192 1.013 0.0139 0.0098 -0.0169
H -2.143 2.918 -0.222 -0.0036 0.0191 0.0331
H -1.628 4.555 -0.693 -0.0047 -0.0231 -0.0296
H -0.484 3.272 2.353 0.0285 0.0019 -0.0014
H 1.006 2.425 1.931 -0.0036 -0.0211 -0.0131
H -0.565 1.669 1.580 -0.0213 0.0268 0.0207
H 2.806 2.308 0.889 -0.0106 0.0141 -0.0214
H 3.270 2.646 -0.785 -0.0024 -0.0158 0.0077
H 3.881 1.208 0.035 -0.0044 -0.0002 0.0063
H 1.332 0.398 1.503 0.0479 0.0216 -0.0229
H 2.244 -0.805 0.567 -0.0358 -0.0260 -0.0289
H 0.495 -0.501 0.209 0.2179 -0.2021 0.1930
H 2.688 0.788 -2.581 -0.0092 0.0068 -0.0003
H 1.451 -0.432 -2.150 -0.0171 -0.0109 -0.0291
H 3.078 -0.511 -1.454 0.0017 0.0000 -0.0046
H -1.471 3.390 -2.792 0.0098 0.0093 -0.0158
H -0.460 4.174 -4.030 0.0023 0.0050 0.0132
H -0.377 4.721 -2.356 -0.0122 -0.0019 0.0176
H -0.256 0.970 -3.524 -0.0257 0.0183 -0.0305
H 1.392 1.263 -4.118 -0.0138 -0.0318 0.0274
H 0.053 2.207 -4.771 0.0391 -0.0010 -0.0003
H 2.135 4.262 -2.141 -0.0039 -0.0029 -0.0042
H 1.977 4.041 -3.886 0.0033 -0.0129 0.0004
H 2.798 2.819 -2.916 -0.0050 0.0030 0.0100
```
Positions in Å, forces in eV/Å.

Output
* total energy: -2254.73014 hartree
* charge: -2
* multiplicity: 1
* gap between HOMO and LUMO: 3.17 eV
* largest force on an atom: 1.03 eV/Å

natural (NBO) atomic charge list, values in e, 5 entries:
1 Pd -0.010
2 O -0.569
3 N 0.023
4 C -0.028
5 C -0.348